[1]
DFT (wB97M-V/def2-TZVPD) results for a 5-piece molecular cluster, C22H48N3O18P5 overall at a distorted geometry.

```
96
Properties=species:S:1:pos:R:3:forces:R:3:mulliken_charge:R:1
N 0.796067 -7.174052 -9.779838 0.94 0.85 0.48 -0.733
P 1.785898 -6.973750 -8.538083 -1.84 0.74 -1.87 0.444
C 2.295418 -5.163599 -8.425504 1.14 2.99 0.99 0.030
C 2.950724 -4.465850 -9.643173 -0.24 2.36 3.59 -0.571
C 3.385033 -2.987572 -9.493020 -1.17 -0.37 1.10 0.634
C 4.115384 -2.244823 -10.733219 0.22 -0.91 0.84 -0.884
C 5.689312 -2.170461 -10.305892 -1.55 0.31 0.82 -0.316
N 6.486825 -1.256254 -11.177413 1.06 -0.90 0.99 -0.635
C 3.161940 -2.136185 -8.189632 -1.43 -4.32 0.28 -0.482
C 2.506215 -2.873016 -7.007431 0.04 -1.48 -2.62 0.172
C 2.064672 -4.358489 -7.130814 1.31 1.88 -2.08 0.139
C 1.419040 -4.743884 -5.730281 -0.69 -1.35 -0.63 0.238
O 0.704045 -5.713947 -5.418937 2.69 3.29 -1.09 -0.507
N 1.833881 -3.678747 -4.793624 -0.22 -0.28 -1.03 -0.221
C 2.141159 -2.417003 -5.528972 0.57 1.01 0.50 0.165
O 2.102175 -1.304866 -4.976095 0.37 -3.81 -2.23 -0.531
H 0.642214 -6.282257 -10.283615 0.07 -0.87 0.38 0.240
H 1.073241 -7.311658 -7.332869 1.16 0.22 -0.23 0.067
H 2.964136 -7.806117 -8.651853 -0.44 0.61 0.62 0.089
H 3.157557 -4.996070 -10.632796 -0.42 0.73 1.70 0.300
H 4.002421 -2.863104 -11.701709 0.11 0.97 1.59 0.314
H 3.663517 -1.209124 -10.911222 0.75 -1.43 0.38 0.283
H 6.054804 -3.252007 -10.285509 -0.25 1.54 -0.04 0.309
H 5.673082 -1.761644 -9.223697 0.17 -0.87 -1.59 0.264
H 6.852715 -0.488423 -10.580540 -0.50 -0.63 -0.66 0.263
H 7.349733 -1.782865 -11.425213 -0.86 0.64 -0.06 0.271
H 3.470926 -1.049529 -8.086611 -0.42 -1.64 -0.33 0.394
H 2.666125 -4.083399 -4.335625 -0.52 0.67 0.23 0.268
C 1.942446 -2.692855 -0.110252 -0.48 0.01 0.21 -0.676
O 3.364376 -2.663256 -0.019462 -0.01 0.58 -3.51 -0.319
P 4.165398 -3.949167 -0.834673 3.28 -3.44 7.91 1.171
O 3.656111 -4.972239 0.182145 -0.99 0.28 -1.29 -0.629
O 5.606511 -3.332738 -0.338237 -0.47 -0.17 -1.07 -0.349
C 5.771749 -2.982079 1.031114 0.00 0.49 0.34 -0.645
O 4.937944 -5.189246 -1.733532 -1.64 1.88 -2.16 -0.432
C 6.183213 -5.699208 -1.295981 0.74 0.34 -0.05 -0.538
H 1.558491 -1.714992 0.179545 0.14 0.03 -0.06 0.258
H 1.630490 -2.906064 -1.134385 -0.21 0.07 0.15 0.296
H 1.538434 -3.447264 0.567519 0.07 -0.05 -0.14 0.294
H 5.092375 -3.533318 1.685509 -0.07 -0.02 -0.21 0.324
H 5.606539 -1.911186 1.150048 -0.04 -0.05 0.10 0.229
H 6.797088 -3.211066 1.327952 0.00 -0.05 -0.27 0.251
H 6.153535 -5.948693 -0.232571 -0.13 0.16 -0.02 0.260
H 6.980484 -4.984519 -1.498981 0.07 -0.10 0.17 0.235
H 6.395684 -6.606803 -1.865783 -0.34 0.10 -0.11 0.260
C -3.754326 -1.471755 4.011543 -0.44 0.07 0.21 -0.598
O -2.336095 -1.470960 4.144187 0.07 0.13 -3.49 -0.301
P -1.546817 -2.838050 3.457762 3.23 -3.13 7.95 1.035
O -2.103828 -3.786934 4.520198 -0.90 0.44 -1.49 -0.601
O -0.107262 -2.214771 3.951159 -0.46 -0.19 -0.98 -0.275
C 0.031094 -1.781216 5.299437 0.00 0.49 0.29 -0.684
O -0.766871 -4.123036 2.632828 -1.76 1.85 -2.13 -0.415
C 0.464355 -4.623145 3.119994 0.79 0.30 0.01 -0.498
H -4.119028 -0.464094 4.211019 0.12 0.02 -0.04 0.138
H -4.041420 -1.757356 2.997674 -0.21 0.07 0.14 0.302
H -4.199772 -2.158889 4.733491 0.08 -0.07 -0.12 0.292
H -0.673469 -2.279017 5.969765 -0.06 -0.03 -0.20 0.339
H -0.117905 -0.702341 5.346914 -0.04 -0.04 0.11 0.250
H 1.044772 -2.007615 5.635725 0.00 -0.07 -0.25 0.251
H 0.410999 -4.824558 4.192782 -0.13 0.17 -0.03 0.284
H 1.271207 -3.923674 2.902236 0.09 -0.11 0.18 0.197
H 0.684015 -5.556926 2.597366 -0.34 0.12 -0.16 0.290
C -8.445204 3.621750 1.730180 -0.39 0.19 -0.18 -0.714
O -7.223542 3.895151 2.409335 0.88 -3.24 -1.07 -0.316
P -6.923118 2.900352 3.781789 -0.19 7.10 5.96 1.006
O -8.047984 3.562103 4.579529 -0.48 -1.36 -1.03 -0.591
O -5.517589 3.718997 4.019591 -0.23 -1.06 -0.31 -0.319
C -5.536743 5.142748 4.007737 0.21 0.46 -0.33 -0.534
O -6.570707 1.841555 5.084068 -0.22 -1.83 -2.73 -0.436
C -5.812170 2.311262 6.182688 0.81 0.15 0.06 -0.513
H -8.403023 4.088837 0.746452 0.13 -0.04 0.03 0.236
H -8.580698 2.545832 1.604647 -0.19 0.13 -0.13 0.311
H -9.286379 4.040876 2.285750 0.07 -0.13 0.07 0.301
H -6.520159 5.548281 4.256784 -0.02 -0.22 -0.05 0.404
H -5.234061 5.495705 3.021494 -0.08 0.10 0.03 0.268
H -4.818422 5.509598 4.743261 0.01 -0.25 0.01 0.103
H -6.200301 3.264764 6.548993 -0.03 0.00 -0.20 0.281
H -4.761776 2.406205 5.908195 -0.02 0.15 0.15 0.225
H -5.882225 1.570653 6.982781 -0.24 -0.14 -0.27 0.271
C -3.418765 10.453345 8.260382 -0.05 0.09 0.49 -0.706
O -2.558065 10.324761 7.132647 -2.94 0.13 -1.92 -0.318
P -2.797856 8.897367 6.201350 8.34 -3.38 1.74 0.979
O -2.239964 7.994922 7.303042 -1.74 0.49 -0.05 -0.602
O -1.584585 9.381806 5.203428 -1.12 -0.17 -0.12 -0.346
C -0.345104 9.789709 5.771663 0.28 0.49 0.12 -0.640
O -3.155475 7.552674 5.198814 -2.62 1.94 0.20 -0.269
C -2.121121 6.937550 4.454289 0.43 0.29 -0.68 -0.479
H -3.386460 11.488135 8.600557 0.02 0.00 -0.14 0.238
H -4.445858 10.203066 7.988280 0.01 0.09 0.24 0.312
H -3.078676 9.803623 9.069102 -0.06 -0.08 -0.13 0.297
H -0.177531 9.353041 6.758986 -0.21 -0.02 -0.06 0.336
H -0.323581 10.877198 5.843577 0.07 -0.04 0.09 0.231
H 0.462961 9.468605 5.111587 -0.22 -0.07 -0.13 0.266
H -1.250483 6.731987 5.081846 -0.09 0.16 0.08 0.267
H -1.842103 7.562826 3.606501 0.17 -0.11 0.04 0.243
H -2.502011 5.992442 4.059807 -0.29 0.12 0.22 0.212
```
Forces are in eV/Å.

Output
HOMO-LUMO gap = 5.97 eV

[2]
DFT (wB97M-V/def2-TZVPD) results for a 5-piece molecular cluster, C22H48NO12 overall.

```
83
Properties=species:S:1:pos:R:3:forces:R:3:mulliken_charge:R:1
C 3.644554 -2.106113 0.424030 -0.03 -0.02 -0.07 -1.112
C 2.768520 -2.805337 -0.625402 -0.04 0.03 0.00 -0.362
C 2.355883 -1.899760 -1.796390 -0.01 0.05 0.05 -0.749
C 0.980989 -2.244239 -2.365264 0.02 -0.19 -0.04 -1.029
C -0.207721 -1.924045 -1.439419 0.04 0.12 0.11 -0.236
C -0.047248 -0.648961 -0.612833 -0.03 0.01 0.01 0.600
C -1.215892 -0.308500 0.317212 -0.02 -0.08 -0.03 -0.536
C -2.563935 -0.096724 -0.383428 0.01 0.06 -0.07 -1.296
C -3.384966 -1.389810 -0.539405 -0.01 -0.02 -0.08 -0.462
C -4.401606 -1.508625 0.578735 -0.06 -0.01 0.14 -0.893
N -4.824213 -2.956310 0.762396 0.02 -0.07 -0.05 -0.246
H 4.705582 -2.315431 0.289617 -0.01 0.06 -0.05 0.389
H 3.381208 -2.410280 1.437970 0.05 -0.03 -0.01 0.291
H 3.510425 -1.024025 0.357131 0.07 -0.01 0.09 0.138
H 3.285683 -3.676968 -1.031901 -0.05 -0.06 0.09 0.527
H 1.869989 -3.197419 -0.137302 -0.01 0.07 -0.02 0.159
H 2.366559 -0.857410 -1.465276 0.01 -0.01 -0.08 0.304
H 3.093141 -1.957818 -2.599341 0.02 -0.03 0.02 0.455
H 0.961925 -3.318728 -2.576152 -0.04 0.04 -0.10 0.330
H 0.838244 -1.756695 -3.332428 0.02 0.12 0.07 0.336
H -0.373158 -2.761081 -0.748423 -0.04 0.01 -0.04 0.321
H -1.100745 -1.831530 -2.065746 -0.05 -0.14 0.01 -0.104
H 0.136748 0.200700 -1.281123 -0.01 -0.01 0.03 0.266
H 0.843171 -0.749957 0.012217 -0.01 0.02 -0.04 -0.081
H -1.320173 -1.099145 1.074231 0.01 0.05 0.01 0.276
H -0.966347 0.597421 0.873077 0.00 -0.02 0.00 0.147
H -3.153780 0.628045 0.185933 -0.04 0.00 -0.06 0.550
H -2.412145 0.358031 -1.364579 0.06 -0.04 0.02 0.428
H -2.714088 -2.252086 -0.504664 0.07 0.01 -0.01 0.412
H -3.893675 -1.425830 -1.506362 -0.02 0.00 0.04 0.380
H -5.320584 -0.957394 0.384014 0.08 0.08 0.00 0.317
H -3.992819 -1.187253 1.537250 0.01 -0.06 -0.02 0.487
H -5.555257 -3.062436 1.467708 0.02 0.02 0.01 0.365
H -4.022902 -3.524713 1.045782 -0.02 0.01 -0.01 0.367
H -5.176418 -3.344752 -0.115731 0.01 0.02 0.02 0.352
C 2.129356 1.055716 1.893257 -0.05 0.00 -0.08 -0.377
O 1.908534 2.007452 2.932794 -0.03 0.08 -0.01 -0.240
C 2.979186 2.259560 3.689034 -0.02 -0.08 0.08 0.737
O 4.062367 1.753938 3.564691 -0.01 0.02 -0.02 -0.568
O 2.622739 3.140727 4.620515 0.06 0.07 0.01 -0.324
C 3.673409 3.501301 5.530920 0.00 0.03 -0.01 -0.686
H 1.170419 0.956077 1.393670 0.04 0.01 0.00 -0.442
H 2.882472 1.415657 1.193002 0.03 -0.01 0.02 0.367
H 2.443263 0.095856 2.300604 0.02 0.02 0.03 0.584
H 4.500733 3.957878 4.992484 0.00 -0.01 0.00 0.321
H 4.031586 2.623100 6.064979 0.00 -0.01 -0.01 0.300
H 3.226950 4.212243 6.218259 0.01 0.00 0.00 0.242
C 1.150190 0.552241 6.210407 0.10 -0.08 -0.04 -0.550
O -0.115525 0.277802 6.824835 -0.07 0.21 0.02 -0.339
C -1.159373 0.277886 6.008545 0.07 -0.47 -0.03 0.786
O -1.130923 0.350508 4.804215 -0.03 0.16 -0.01 -0.529
O -2.259451 0.106323 6.745016 -0.04 0.11 -0.01 -0.340
C -3.477692 0.074686 6.003407 0.03 0.03 0.04 -0.594
H 1.885330 0.437549 7.000756 -0.02 0.00 0.02 0.268
H 1.349222 -0.160705 5.411693 -0.02 0.02 -0.02 0.270
H 1.175821 1.565674 5.815492 -0.08 -0.02 -0.02 0.269
H -3.473655 -0.755716 5.297550 0.01 -0.02 0.00 0.230
H -3.620349 1.007624 5.460415 0.00 0.00 0.00 0.294
H -4.262802 -0.058663 6.740748 -0.01 0.00 -0.01 0.236
C -0.058868 4.083977 0.433203 -0.03 -0.09 0.07 -0.409
O 0.256722 4.040195 -0.962190 -0.08 0.09 -0.02 -0.302
C 1.346717 4.739520 -1.295853 0.26 -0.37 0.07 0.788
O 2.052557 5.337392 -0.528051 -0.09 0.14 -0.02 -0.542
O 1.548530 4.599677 -2.602765 -0.07 0.10 -0.01 -0.323
C 2.710807 5.282857 -3.096304 -0.01 0.01 -0.01 -0.631
H -0.941921 3.460494 0.546926 -0.01 0.01 0.01 0.128
H 0.761465 3.687089 1.029397 0.01 0.03 0.00 0.093
H -0.276684 5.100046 0.755785 0.03 0.02 -0.04 0.391
H 3.608052 4.905290 -2.610428 -0.01 -0.01 0.01 0.297
H 2.626504 6.352278 -2.915585 0.00 0.00 0.00 0.297
H 2.735747 5.075889 -4.160972 0.01 0.01 0.00 0.215
C -0.287525 -3.128524 -9.057877 -0.01 0.00 -0.01 -0.616
O -1.475414 -2.617712 -8.432813 0.00 0.00 0.00 -0.342
C -1.357238 -2.380786 -7.135371 0.00 0.01 0.04 0.765
O -0.376566 -2.559612 -6.459579 0.00 0.00 0.00 -0.546
O -2.524337 -1.903507 -6.683744 0.04 -0.02 -0.03 -0.337
C -2.519165 -1.599467 -5.292264 -0.04 0.03 0.08 -0.636
H -0.549286 -3.264897 -10.101499 0.01 0.00 0.00 0.218
H 0.528510 -2.416353 -8.956709 0.00 0.00 0.00 0.300
H -0.000273 -4.075870 -8.606795 0.00 0.00 0.00 0.296
H -1.774031 -0.837621 -5.065445 0.01 -0.01 0.00 0.325
H -2.305685 -2.493414 -4.705361 0.02 0.01 0.00 0.284
H -3.515371 -1.226477 -5.069127 0.00 0.00 -0.03 0.283
```
Forces are in eV/Å.

Output
HOMO-LUMO gap = 8.75 eV
Net charge = +1

[3]
DFT (wB97M-V/def2-TZVPD) results for a 5-piece molecular cluster, C22H48O6S overall at a distorted geometry.

```
77
Properties=species:S:1:pos:R:3:forces:R:3:mulliken_charge:R:1
C -7.363068 -1.007191 -2.203282 0.02 0.30 -0.54 -0.067
C -6.952875 -0.068597 -1.582985 -0.03 -0.20 0.21 -0.614
C -6.448507 1.112797 -0.896594 0.23 0.09 -0.59 -0.138
C -6.473579 2.327721 -1.859524 -0.93 0.35 0.65 0.006
C -7.390720 3.447811 -1.359130 0.01 0.03 0.06 -1.414
O -5.126135 2.800001 -2.032181 -0.23 -0.25 -0.66 -0.306
C -4.723617 3.002914 -3.316458 0.20 -0.49 0.55 0.487
O -3.658373 2.604269 -3.669840 0.02 0.48 -0.13 -0.406
S -5.736366 4.030677 -4.405942 0.17 0.02 -0.29 -0.177
H -7.688201 -1.674900 -2.963438 -0.08 -0.33 0.26 0.437
H -5.406167 0.949853 -0.634060 0.03 -0.02 0.31 -0.048
H -7.041110 1.316622 -0.012089 0.06 0.01 0.22 0.377
H -6.881652 1.964951 -2.795816 0.32 -0.04 -0.32 0.560
H -8.380325 3.381580 -1.807272 -0.07 -0.13 -0.07 0.324
H -6.988898 4.421956 -1.616799 0.09 0.10 -0.05 0.364
H -7.534447 3.400340 -0.283420 0.14 0.09 0.14 0.442
H -6.913854 3.406306 -4.285351 0.02 0.00 0.27 0.168
C -1.098788 1.483156 -5.543368 0.19 0.00 -0.13 -1.252
C -0.537130 0.896089 -4.260774 -0.12 0.09 0.01 0.216
O 0.248575 -0.269144 -4.449618 -0.03 -0.12 0.08 -0.461
C 1.406736 -0.109376 -5.244357 0.10 0.00 -0.05 -0.304
C 2.410655 0.881446 -4.677767 -0.10 0.10 0.04 -0.999
H -1.639281 0.721454 -6.107342 -0.04 0.00 0.04 0.318
H -1.781587 2.297090 -5.307847 -0.04 -0.02 0.02 0.394
H -0.313469 1.880298 -6.190074 0.00 0.02 0.02 0.334
H -1.361943 0.588978 -3.618005 0.03 -0.05 0.00 -0.048
H 0.029303 1.652996 -3.705535 0.01 0.03 -0.03 0.278
H 1.134751 0.161615 -6.270945 0.01 0.05 0.01 0.305
H 1.864443 -1.097980 -5.291860 -0.06 -0.04 0.03 0.342
H 2.023248 1.901382 -4.685265 0.03 0.01 -0.04 0.263
H 3.325646 0.869829 -5.270884 0.01 -0.02 0.00 0.396
H 2.656974 0.626328 -3.646042 0.03 -0.04 -0.01 0.237
C -2.354656 0.713629 -0.502476 0.09 -0.08 -0.07 -0.619
C -1.585478 0.788295 0.804668 -0.05 0.10 -0.05 -0.572
O -1.407034 -0.464937 1.437367 -0.04 -0.05 0.16 -0.473
C -0.685060 -1.431327 0.694987 0.10 -0.09 -0.08 -0.212
C 0.738047 -1.012798 0.364262 -0.04 0.16 -0.04 -1.005
H -3.301981 0.191327 -0.358771 0.00 0.00 0.03 0.239
H -2.558748 1.715280 -0.882281 -0.02 0.00 -0.01 0.481
H -1.795333 0.176729 -1.270126 0.00 0.05 -0.02 -0.002
H -2.140180 1.397645 1.519122 0.01 -0.06 0.06 0.387
H -0.618967 1.282921 0.653405 0.00 -0.01 -0.05 0.304
H -1.230314 -1.704333 -0.215316 0.04 0.05 -0.04 0.322
H -0.657529 -2.321651 1.321639 -0.09 0.04 0.07 0.208
H 0.763757 -0.171331 -0.330337 0.01 -0.05 -0.05 0.367
H 1.274945 -1.840984 -0.099355 0.00 -0.02 0.01 0.452
H 1.266491 -0.713231 1.271267 0.00 -0.06 0.02 0.086
C 0.736746 -3.207224 3.527840 0.14 -0.01 -0.09 -0.811
C 1.383884 -3.764310 4.783704 -0.08 0.09 0.04 -0.612
O 2.086214 -4.977063 4.581026 -0.04 -0.10 0.06 -0.443
C 3.154730 -4.916247 3.654890 0.13 -0.02 -0.08 -0.435
C 4.242991 -3.927121 4.034221 -0.10 0.15 0.06 -0.782
H 0.107675 -3.960219 3.050041 -0.04 -0.01 0.06 0.333
H 0.123671 -2.338997 3.773252 -0.02 -0.01 0.00 0.438
H 1.485169 -2.888137 2.799832 -0.02 0.06 0.01 0.173
H 0.613195 -3.995695 5.519362 0.03 -0.08 0.01 0.372
H 2.039824 -3.013728 5.239080 0.01 0.02 -0.04 0.339
H 2.777870 -4.700681 2.648287 0.01 0.04 0.00 0.291
H 3.570016 -5.924022 3.623938 -0.07 -0.03 0.05 0.350
H 3.883638 -2.897459 3.994100 0.07 0.02 -0.06 0.070
H 5.083379 -4.008839 3.344163 0.00 -0.02 -0.01 0.402
H 4.599590 -4.117519 5.047811 0.02 -0.06 -0.01 0.325
C 5.960375 1.213119 4.827494 -0.09 0.09 -0.09 -1.106
C 6.059121 0.104561 3.792976 0.09 0.02 0.08 -0.293
O 4.838000 -0.175267 3.134994 -0.10 -0.18 0.01 -0.339
C 4.272311 0.888356 2.392388 -0.05 0.09 -0.09 0.107
C 5.152426 1.382311 1.256357 0.13 -0.01 0.09 -1.150
H 5.156162 1.004977 5.534282 0.03 -0.04 0.02 0.301
H 6.898253 1.298242 5.376845 0.01 -0.02 0.01 0.401
H 5.756768 2.181330 4.367247 0.05 0.01 0.01 0.262
H 6.340524 -0.825926 4.286986 -0.06 -0.05 -0.04 0.338
H 6.846672 0.325030 3.063412 0.00 0.05 0.01 0.299
H 3.995257 1.715860 3.055347 0.04 0.03 -0.01 0.294
H 3.343511 0.491803 1.980983 0.01 -0.07 0.05 -0.109
H 6.061362 1.860894 1.624385 -0.02 0.04 -0.01 0.318
H 4.612690 2.114259 0.654941 -0.02 -0.01 0.00 0.395
H 5.449773 0.551206 0.615621 -0.04 -0.01 -0.02 0.296
```
Forces are in eV/Å.

Output
HOMO-LUMO gap = 9.79 eV

| no. | molecular weight (g mol⁻¹) |
| --- | --- |
| 1 | 797.499 |
| 2 | 518.621 |
| 3 | 440.687 |